[1]
This record from OMol25 describes C27H35N10OPbS as an isolated structure. The level of theory is the ωB97M-V functional and the def2-TZVPD basis.

Geometry as XYZ:
```
75
Properties=species:S:1:pos:R:3:forces:R:3
Pb -0.337851 -4.933177 2.631704 0.0 -0.1 0.1
C -1.378604 -9.779594 1.807035 0.0 0.0 0.0
N -0.317746 -9.539818 2.784383 0.0 0.0 0.0
C 0.383709 -10.689027 3.364540 0.0 0.0 0.0
C -0.001088 -8.276702 3.097536 0.0 0.0 0.0
N -0.573664 -7.234332 2.547025 0.0 0.0 0.0
N 0.968585 -8.140666 4.072762 0.0 0.0 0.0
C 1.575829 -7.003199 4.565990 0.0 0.0 0.0
N 2.469136 -7.247653 5.540321 0.0 0.0 0.0
N 1.295578 -5.818248 4.128235 0.0 0.0 0.0
H -1.538699 -10.848229 1.720095 0.0 0.0 0.0
H -1.102258 -9.398859 0.821399 0.0 0.0 0.0
H -2.318301 -9.328121 2.132242 0.0 0.0 0.0
H 0.026023 -11.591053 2.881327 0.0 0.0 0.0
H 0.178510 -10.790922 4.433130 0.0 0.0 0.0
H 1.458244 -10.630819 3.183398 0.0 0.0 0.0
H -1.269702 -7.517876 1.870754 0.0 0.0 0.0
H 1.253180 -9.000138 4.511089 0.0 0.0 0.0
H 2.767145 -8.176327 5.785889 0.0 0.0 0.0
H 2.983529 -6.487266 5.951556 0.0 0.0 0.0
H 1.850342 -5.112797 4.600788 0.0 0.0 0.0
C 3.562020 11.440999 -5.772937 0.0 0.0 0.0
C 4.010572 10.084426 -6.289228 0.0 0.0 0.0
N 3.541281 8.962473 -5.442454 0.0 0.0 0.0
C 4.483640 8.321705 -4.517492 0.0 0.0 0.0
C 4.786495 9.175210 -3.297670 0.0 0.0 0.0
C 2.297550 8.583009 -5.493155 0.0 0.0 0.0
S 1.613875 7.308793 -4.514674 0.0 0.0 0.0
N 1.376962 9.120309 -6.311190 0.0 0.0 0.0
C 0.220635 8.536727 -6.160284 0.0 0.0 0.0
O 0.144294 7.548575 -5.249323 0.0 0.0 0.0
C -0.984161 8.858464 -6.889558 0.0 0.0 0.0
C -2.175228 8.169273 -6.643316 0.0 0.0 0.0
C -3.309417 8.502210 -7.357589 0.0 0.0 0.0
C -3.257954 9.513974 -8.309923 0.0 0.0 0.0
C -2.074059 10.199514 -8.555248 0.0 0.0 0.0
C -0.933189 9.875915 -7.847537 0.0 0.0 0.0
H 3.954160 12.218324 -6.427579 0.0 0.0 0.0
H 3.930300 11.630582 -4.765909 0.0 0.0 0.0
H 2.475940 11.518194 -5.771641 0.0 0.0 0.0
H 5.096314 10.006120 -6.308999 0.0 0.0 0.0
H 3.641900 9.909663 -7.298567 0.0 0.0 0.0
H 5.390516 8.104951 -5.082304 0.0 0.0 0.0
H 4.067511 7.352239 -4.226025 0.0 0.0 0.0
H 5.290200 10.098696 -3.579163 0.0 0.0 0.0
H 5.447946 8.627858 -2.627623 0.0 0.0 0.0
H 3.875347 9.426496 -2.754215 0.0 0.0 0.0
H -2.208214 7.384670 -5.900420 0.0 0.0 0.0
H -4.236187 7.976666 -7.175131 0.0 0.0 0.0
H -4.149676 9.770617 -8.866164 0.0 0.0 0.0
H -2.044615 10.984387 -9.297892 0.0 0.0 0.0
H -0.003426 10.397943 -8.025297 0.0 0.0 0.0
C 0.409057 -3.816721 8.299338 0.0 0.0 0.0
C 0.691016 -3.155422 7.109275 0.0 0.0 0.0
C 0.011656 -3.503136 5.953444 0.0 0.0 0.0
C -0.963111 -4.493482 6.007149 0.0 0.0 0.0
C -1.258704 -5.154640 7.192901 0.0 0.0 0.0
C -0.558883 -4.813639 8.338821 0.0 0.0 0.0
N -1.643903 -4.793203 4.788881 0.0 0.0 0.0
N -2.813272 -5.173694 4.903048 0.0 0.0 0.0
C -3.511590 -5.431532 3.689457 0.0 0.0 0.0
C -4.856084 -5.723608 3.808922 0.0 0.0 0.0
C -5.588339 -5.920696 2.644166 0.0 0.0 0.0
C -4.944440 -5.813055 1.424170 0.0 0.0 0.0
C -3.586120 -5.520737 1.407408 0.0 0.0 0.0
N -2.876657 -5.339672 2.519502 0.0 0.0 0.0
H 0.940055 -3.547139 9.202264 0.0 0.0 0.0
H 1.426338 -2.362670 7.088007 0.0 0.0 0.0
H 0.199473 -2.970248 5.026532 0.0 0.0 0.0
H -2.023296 -5.919096 7.209869 0.0 0.0 0.0
H -0.776072 -5.319361 9.269711 0.0 0.0 0.0
H -5.302959 -5.775308 4.791566 0.0 0.0 0.0
H -6.645131 -6.145141 2.693326 0.0 0.0 0.0
H -5.476355 -5.947349 0.493076 0.0 0.0 0.0
H -3.055908 -5.424610 0.466480 0.0 0.0 0.0
```
Positions in Å, forces in eV/Å.

net charge: +3
2S+1: 1
M: 754.91 g/mol
electronic energy: -61577.92051 eV
gap between HOMO and LUMO: 0.2426 hartree

Mulliken atomic charges, in units of e: 1.049 -1.018 0.069 -1.031 0.526 -0.568 -0.031 0.583 -0.371 -0.498 0.262 0.396 0.410 0.285 0.382 0.418 0.089 0.142 0.185 0.211 0.165 -0.974 -0.676 0.082 -0.820 -0.976 0.819 -0.019 -0.400 0.527 -0.244 0.415 -0.378 -0.651 -0.363 -0.684 -0.326 0.369 0.292 0.302 0.396 0.407 0.334 0.460 0.301 0.404 0.286 0.426 0.411 0.410 0.413 0.453 -0.507 -0.729 -0.349 0.550 -0.287 -0.655 0.387 -0.505 0.260 -0.297 -0.361 -0.703 -0.310 -0.156 0.444 0.423 0.432 0.480 0.420 0.484 0.447 0.438 0.439

[2]
This record from OMol25 describes C27H35N4O6PPd as an isolated structure at a distorted geometry. The level of theory is the ωB97M-V functional and the def2-TZVPD basis.

Geometry as XYZ:
```
74
Properties=species:S:1:pos:R:3:forces:R:3
O 0.101756 0.029892 -2.955521 -0.9 0.3 0.3
H -0.199228 0.320404 -3.832811 0.2 -0.1 0.6
Pd 0.821037 -0.241916 0.083589 0.9 -0.3 1.1
N 0.481231 1.600459 0.837843 1.9 2.8 -1.2
N 2.071453 0.855846 -1.027977 1.4 3.0 0.3
N -0.890530 -1.055629 0.929520 -2.4 -2.8 -0.1
N 0.496434 -1.986361 -0.949422 -1.5 -2.8 -0.2
O -0.460697 1.884701 1.666383 -1.0 -0.1 1.4
O -1.547118 -0.494390 1.970346 0.1 0.0 0.0
O 1.305018 -2.411666 -1.959508 0.0 -0.1 -0.2
O 2.739185 0.344385 -1.973637 0.6 -0.3 -0.7
C 2.208247 2.158899 -0.635123 0.6 -2.5 -1.2
C 1.373477 2.547080 0.439850 -2.2 -1.6 1.7
C -1.253121 -2.281234 0.546214 0.4 2.7 2.1
C -0.481112 -2.797011 -0.551098 2.9 1.0 -1.6
C 1.417502 3.821565 1.199063 0.0 0.6 -0.2
H 1.842496 3.658785 2.201672 -0.2 0.0 -0.2
H 0.409605 4.236271 1.330330 0.2 -0.1 0.0
H 2.038736 4.555643 0.681486 -0.1 0.0 0.1
C 3.210615 3.017056 -1.313428 0.2 0.3 -0.1
H 3.243252 2.778638 -2.383414 0.0 0.0 0.2
H 4.218431 2.859490 -0.898715 -0.2 0.0 -0.2
H 2.957189 4.074070 -1.185260 0.1 -0.1 -0.1
C -2.255917 -3.065102 1.308786 -0.4 -0.3 -0.1
C -0.649167 -4.157538 -1.123234 -0.3 -0.3 -0.3
H -2.969269 -2.395304 1.802393 0.2 -0.2 -0.1
H -1.767520 -3.678055 2.081706 0.0 0.2 -0.2
H -2.795022 -3.742822 0.638885 0.0 0.1 0.2
H -0.182951 -4.203311 -2.113338 -0.1 0.0 0.3
H -1.712685 -4.409184 -1.205092 0.2 0.0 0.0
H -0.179483 -4.916060 -0.478813 -0.1 0.2 -0.1
H -1.208776 0.480228 1.941423 0.1 0.1 -0.1
H 1.752550 -1.589203 -2.289811 -0.3 -0.1 0.4
C -0.784516 0.616813 -1.963259 -0.3 0.3 -1.6
H -0.553761 1.683183 -1.829718 0.0 -0.4 0.3
H -0.720608 0.055964 -1.008268 -0.5 0.5 -1.0
H -1.828965 0.536095 -2.303465 0.2 0.0 0.3
O -3.520171 2.119129 -0.684563 -0.1 -0.3 0.6
H -4.152887 1.442980 -0.387695 0.3 0.4 -0.2
H -3.001566 2.323087 0.113983 -0.1 -0.1 -0.4
C 2.627003 2.291449 4.932024 0.0 -0.1 0.0
C 3.754483 1.942606 4.184223 -0.2 -0.1 -0.1
C 3.675648 0.933957 3.220890 -0.2 -0.1 0.2
C 2.470416 0.236335 3.027400 0.0 0.3 0.1
C 1.332102 0.631639 3.746992 0.1 -0.2 0.2
C 1.414897 1.634615 4.709075 0.1 0.0 -0.1
P 2.306764 -1.022888 1.719076 0.3 0.0 0.3
C 4.023097 -1.504352 1.378681 0.5 -0.2 -0.2
C 4.589896 -1.345672 0.106978 -0.1 0.0 0.3
C 5.931873 -1.664709 -0.100487 0.2 -0.1 0.1
C 6.708294 -2.169501 0.945111 -0.2 0.1 0.0
C 6.137670 -2.362465 2.209211 -0.2 0.1 -0.1
C 4.800420 -2.031247 2.427048 0.2 0.0 -0.2
C 1.673801 -2.562401 2.477249 -0.1 -0.2 0.4
C 1.771606 -3.741436 1.717374 -0.2 0.1 0.0
C 1.201980 -4.927596 2.177460 0.1 0.2 0.1
C 0.559411 -4.956571 3.419249 0.0 0.1 -0.1
C 0.496625 -3.798980 4.196315 0.1 -0.1 0.0
C 1.061547 -2.607661 3.736838 0.0 -0.2 -0.2
H 2.691507 3.075812 5.688848 0.0 -0.2 -0.2
H 4.704338 2.453575 4.348355 -0.3 -0.1 -0.1
H 4.557526 0.672353 2.633950 -0.2 0.1 0.2
H 0.378434 0.122678 3.593787 0.3 0.3 -0.1
H 0.521275 1.894584 5.279539 0.3 0.0 -0.2
H 3.988502 -0.964443 -0.719007 0.1 0.1 0.2
H 6.367633 -1.513483 -1.089773 -0.1 -0.1 0.3
H 7.757301 -2.416977 0.778392 -0.3 0.1 0.0
H 6.732142 -2.766465 3.029873 -0.1 0.1 -0.2
H 4.355706 -2.182142 3.414279 0.1 0.1 -0.3
H 2.309345 -3.733480 0.764535 -0.2 0.1 0.2
H 1.273594 -5.831851 1.568876 0.0 0.2 0.2
H 0.118395 -5.887432 3.780547 0.1 0.3 -0.1
H 0.007966 -3.818445 5.172665 0.2 0.0 -0.3
H 1.045959 -1.723185 4.371123 -0.1 -0.3 -0.2
```
Positions in Å, forces in eV/Å.

⟨S²⟩: 2.193
net charge: 0
2S+1: 3
M: 648.99 g/mol
electronic energy: -59573.27584 eV
gap between HOMO and LUMO (alpha / beta): 0.2026 / 0.1940 hartree

Mulliken atomic charges, in units of e: -0.401 0.288 -1.087 1.348 1.128 1.104 1.025 -1.019 -0.758 -0.660 -0.934 0.122 0.182 0.521 -0.029 -1.429 0.111 0.281 0.421 -1.802 0.345 0.241 0.482 -1.629 -1.716 0.409 0.137 0.429 0.427 0.446 0.161 0.258 0.386 -0.707 0.232 0.533 0.433 -0.629 0.306 0.313 -0.704 -0.708 -0.849 0.721 0.003 -1.159 2.861 -0.090 -0.404 -0.673 -0.496 -0.733 -0.216 0.244 -0.666 -0.490 -0.706 -0.680 -0.251 0.367 0.391 0.369 0.192 0.396 0.319 0.433 0.378 0.402 0.382 0.363 0.517 0.360 0.413 0.444

[3]
This record from OMol25 describes C27H35N7O2Tc as an isolated structure at a distorted geometry. The level of theory is the ωB97M-V functional and the def2-TZVPD basis.

Geometry as XYZ:
```
72
Properties=species:S:1:pos:R:3:forces:R:3
Tc -0.199442 -0.528328 0.523785 -3.1 -1.5 -1.7
C 2.226306 -4.224815 0.577829 0.0 0.0 -0.1
C 1.633752 -2.867264 0.694514 0.1 -0.2 -0.1
N 0.503574 -2.525518 0.159163 0.5 0.4 0.8
C -0.276376 -3.564534 -0.522978 -0.1 -0.2 -0.2
C -1.385639 -2.918091 -1.293880 -0.1 -0.1 -0.3
N -2.043134 -1.866572 -0.493504 1.1 0.4 0.4
C -2.989895 -2.359086 0.537369 -0.1 -0.1 0.1
C -2.321099 -2.461790 1.883986 -0.1 -0.1 -0.2
N -1.578952 -1.207796 2.140699 0.5 0.2 0.2
C -2.470385 -0.083094 2.578524 0.0 0.1 0.1
C -1.742644 1.265782 2.410481 -0.2 0.0 0.0
N -0.367892 0.923329 2.034497 0.4 0.0 -0.2
C 0.651148 1.144611 2.800872 -0.1 0.2 0.0
C 0.726955 2.109924 3.922268 0.0 0.0 0.1
C 1.779940 0.226925 2.543708 0.1 0.0 -0.2
C 3.028334 0.268483 3.139498 0.1 0.0 0.1
C 3.927542 -0.757183 2.869830 0.0 0.0 0.0
C 3.530443 -1.826884 2.071709 0.1 0.0 0.1
C 2.265821 -1.812323 1.511408 -0.2 -0.1 0.1
N 1.432147 -0.777972 1.718292 0.4 0.4 0.3
H 1.551082 -4.971586 1.009060 0.0 0.0 0.0
H 3.182396 -4.310565 1.083293 0.0 0.0 0.0
H 2.363451 -4.506896 -0.470132 0.0 0.0 0.0
H -0.644069 -4.283635 0.214220 0.0 0.1 0.1
H 0.341436 -4.132493 -1.220044 0.1 0.0 0.0
H -2.097689 -3.685524 -1.606000 -0.1 0.1 -0.1
H -0.987791 -2.442802 -2.191242 0.0 0.0 0.0
H -2.539836 -1.265821 -1.142215 0.0 0.0 0.0
H -3.387722 -3.339553 0.265438 0.0 0.1 -0.1
H -3.838737 -1.678770 0.585605 0.0 0.0 -0.1
H -1.612418 -3.287923 1.909375 0.0 0.0 0.1
H -3.064945 -2.647153 2.661996 0.0 0.0 0.0
H -0.973050 -1.412338 2.933977 0.0 0.0 0.0
H -2.771193 -0.236448 3.615038 0.0 -0.1 0.0
H -3.378715 -0.097843 1.985235 0.0 -0.1 0.0
H -1.780438 1.832876 3.335328 0.1 0.0 0.0
H -2.198929 1.870226 1.632094 0.1 0.0 0.0
H -0.174048 2.695943 4.064581 0.0 0.0 0.0
H 1.548475 2.808113 3.723563 0.0 0.0 0.0
H 0.976537 1.602713 4.858770 0.0 0.0 0.0
H 3.301090 1.080051 3.802202 0.0 0.0 0.0
H 4.921636 -0.735506 3.300661 0.0 0.0 0.0
H 4.212515 -2.646699 1.889348 0.0 0.0 0.0
O 3.020144 3.293166 -4.293015 0.0 0.0 0.0
C 3.678284 2.142761 -3.848393 0.2 0.1 -0.2
C 2.795283 1.445333 -2.870135 0.0 0.0 0.0
C 3.227886 0.344745 -2.127375 0.0 0.0 -0.1
C 2.376906 -0.222467 -1.215382 -0.1 0.0 0.0
N 1.112788 0.208961 -0.993927 0.1 -0.2 0.2
C 0.672362 1.238660 -1.761364 0.1 0.0 0.1
C 1.482297 1.870260 -2.676487 0.0 0.1 -0.1
C -0.743225 1.576353 -1.586516 -0.1 0.0 0.0
C -1.365699 2.582465 -2.294909 0.0 0.1 0.0
C -2.738235 2.788155 -2.175452 0.1 0.0 0.0
C -3.404859 3.848824 -2.986858 -0.2 0.1 -0.2
O -2.431165 4.787862 -3.347041 0.0 0.0 0.0
C -3.439550 1.956338 -1.298496 0.0 -0.1 -0.1
C -2.752965 0.999279 -0.596671 -0.1 0.0 0.1
N -1.423906 0.780930 -0.725709 0.5 0.3 0.8
H 3.559304 3.779709 -4.930285 0.0 -0.1 0.0
H 4.644172 2.356853 -3.373477 0.0 0.1 0.1
H 3.906815 1.442558 -4.665086 -0.1 0.0 0.0
H 4.222555 -0.063413 -2.257556 0.0 0.0 0.0
H 2.717683 -1.068222 -0.643499 0.0 0.0 0.0
H 1.128553 2.700552 -3.269655 0.0 0.0 0.0
H -0.810141 3.235370 -2.952808 0.0 0.0 0.0
H -4.249278 4.278822 -2.438712 0.1 0.1 0.1
H -3.844541 3.351686 -3.865867 0.0 -0.1 0.0
H -2.827085 5.543999 -3.801341 0.0 -0.1 0.0
H -4.508185 2.059806 -1.155989 0.0 0.0 0.0
H -3.285721 0.374452 0.103795 0.0 0.0 0.0
```
Positions in Å, forces in eV/Å.

⟨S²⟩: 0.761
net charge: +4
2S+1: 2
M: 587.62 g/mol
electronic energy: -45254.08138 eV
gap between HOMO and LUMO (alpha / beta): 0.2136 / 0.2074 hartree

Mulliken atomic charges, in units of e: -0.693 -1.651 1.303 0.792 -0.865 -1.432 -0.108 -0.818 -0.748 -0.002 -0.732 -0.879 0.516 0.479 -2.020 0.942 -0.757 -1.113 -1.046 -0.130 1.098 0.416 0.479 0.427 0.510 0.622 0.484 0.525 0.515 0.440 0.506 0.327 0.500 0.363 0.597 0.463 0.520 0.328 0.422 0.476 0.460 0.569 0.511 0.508 -0.492 -0.476 0.119 -1.359 -0.030 0.466 0.635 -0.874 0.148 -1.007 -0.070 -0.636 -0.504 -1.485 -0.640 0.905 0.349 0.384 0.386 0.574 0.480 0.804 0.804 0.432 0.339 0.347 0.547 0.748